1.
{
  "formula": "C5H22NO8",
  "method": "the ωB97M-V functional and the def2-TZVPD basis",
  "symbols": ["C", "C", "N", "C", "C", "C", "O", "O", "H", "H", "H", "H", "H", "H", "H", "H", "H", "H", "H", "H", "O", "H", "H", "O", "H", "H", "O", "H", "H", "O", "H", "H", "O", "H", "H", "O"],
  "coordinates": [[-1.398721, -0.970943, 2.671197], [-0.542502, 0.128595, 2.078288], [-0.308709, -0.096934, 0.680310], [0.231409, 1.028870, -0.051283], [-0.091940, -1.426286, 0.134073], [1.357083, -1.912401, -0.036754], [2.007787, -1.433012, -1.179069], [-0.258918, 1.213667, 2.562653], [-2.115666, -1.490440, 1.980468], [-0.738875, -1.772041, 2.983924], [-1.848011, -0.536283, 3.604995], [-0.308854, 1.906008, 0.234329], [-0.267741, 0.879270, -1.034862], [1.305281, 1.148412, -0.098444], [-0.746718, -2.161694, 0.693148], [-0.491817, -1.413952, -0.930642], [1.391251, -3.075969, -0.035532], [1.954836, -1.610727, 0.868028], [-1.194097, -1.203591, -2.775661], [-2.700718, -1.845701, -3.081348], [-2.246538, -1.044316, -2.856831], [2.674756, 2.287804, 1.296180], [1.426194, 1.670746, 2.064693], [2.113730, 2.366336, 2.082206], [4.243017, 0.730769, -0.755910], [3.005818, -0.071159, -0.923858], [3.400733, 0.600496, -0.279674], [-2.185008, 0.394001, -0.307468], [-2.833363, -0.129804, -1.575929], [-3.077744, 0.317923, -0.728992], [1.233208, -1.399105, -1.979952], [0.773809, -1.743964, -3.642666], [0.254500, -1.394957, -2.916887], [-0.731650, 4.430970, 0.704140], [-1.826383, 3.408904, 0.469882], [-1.459436, 4.220502, 0.083246]],
  "forces_ev_per_a": [[-0.234, 0.130, 1.391], [-0.644, -0.422, -3.722], [0.808, 0.243, 3.001], [-1.800, -0.557, -1.871], [-1.461, -0.914, -1.513], [1.004, -1.182, 1.199], [-0.775, 0.072, -0.337], [-0.444, -0.922, 0.706], [0.451, 1.188, 0.609], [0.269, -0.201, 0.315], [0.065, -0.606, -0.992], [0.317, 0.731, 0.805], [1.266, 0.052, -0.170], [-0.039, -0.084, -0.050], [1.053, 0.740, -0.612], [0.202, -0.063, 1.451], [-0.390, 1.572, 0.011], [-0.388, -0.168, -0.585], [-1.129, -0.244, -1.043], [0.053, -0.616, -0.062], [1.082, 0.711, 0.310], [-0.379, -0.436, 0.237], [0.397, 0.633, -0.117], [0.352, 0.196, 0.018], [-0.272, 0.331, 0.704], [-0.540, 0.158, 1.262], [0.951, -0.402, -1.648], [-1.197, -0.125, -0.235], [-0.256, -0.040, 0.095], [1.216, 0.194, 0.497], [0.193, 0.034, 0.185], [-0.396, -0.027, -0.366], [0.694, 0.005, 0.495], [-0.485, -0.142, -0.546], [-0.015, 0.267, -0.286], [0.470, -0.107, 0.867]],
  "lumo_ev": 3.22,
  "homo_lumo_gap_ev": 9.07,
  "total_charge": -1,
  "spin_multiplicity": 1,
  "total_energy_ha": -860.4346,
  "homo_energy_ev": -5.84,
  "de_lowest_kcal_mol": 78.7
}

---

2.
{
  "formula": "C5H22NO8",
  "method": "the ωB97M-V functional and the def2-TZVPD basis",
  "symbols": ["O", "C", "O", "C", "C", "C", "C", "N", "H", "H", "H", "H", "H", "H", "H", "H", "H", "H", "H", "H", "O", "H", "H", "O", "H", "H", "O", "H", "H", "O", "H", "H", "O", "H", "H", "O"],
  "coordinates": [[-0.981847, -1.793214, -1.247887], [-1.695931, -1.760660, -0.267649], [-1.659284, -2.690310, 0.699356], [-2.949091, -0.939870, -0.332828], [-2.875360, 0.237795, 0.638925], [-1.559551, 0.943060, 0.647718], [-0.797073, 1.124003, -0.410505], [0.497453, 1.798509, -0.315817], [-0.783734, -3.159901, 0.691364], [-3.238996, -0.691575, -1.364444], [-3.867067, -1.514714, -0.109100], [-3.630186, 1.032377, 0.588694], [-2.945348, -0.050994, 1.694288], [-1.255187, 1.317677, 1.632811], [-1.090737, 0.750605, -1.395686], [0.559163, 2.519917, -1.075182], [1.228527, 1.083711, -0.424084], [0.521641, 2.125215, 0.663375], [0.456893, 3.033024, -3.855859], [0.494332, 1.605554, -3.130900], [0.310457, 2.556463, -3.046594], [1.260823, -0.595573, -4.870543], [2.422636, -0.266602, -4.102676], [1.506834, 0.024817, -4.173340], [0.345119, -0.663863, 2.649448], [0.089463, -0.455294, 4.101292], [0.687052, -0.174008, 3.402462], [1.900523, 1.052495, 2.338539], [1.137967, 2.071553, 3.137927], [1.627282, 1.984376, 2.321602], [4.746680, 0.791358, 1.475985], [3.572373, 1.437070, 1.974808], [3.793389, 0.721449, 1.344144], [1.271351, -3.309402, -0.159859], [1.709670, -2.508079, 1.184634], [1.051596, -2.632065, 0.489965]],
  "forces_ev_per_a": [[0.613, 0.297, 0.726], [-0.906, -2.130, -2.465], [0.499, 0.524, 0.602], [-2.039, 0.489, 0.660], [0.373, 0.644, 1.004], [0.400, 0.601, 0.224], [-0.701, -0.484, -0.725], [-0.769, -0.382, -0.127], [-0.606, 0.742, -0.200], [1.097, 0.438, 0.157], [0.710, -0.236, 0.612], [-0.246, -0.426, -0.579], [-0.413, -0.728, -0.277], [0.108, 0.066, -0.373], [0.421, 0.217, 0.329], [0.244, -0.325, 0.515], [0.159, 0.490, -0.085], [0.938, 0.479, -0.202], [0.239, -0.185, -0.588], [0.179, 0.454, -1.024], [-0.284, -0.458, 1.658], [-0.816, 0.203, -0.067], [0.317, 0.477, 0.544], [0.430, -0.583, -0.349], [0.000, -0.124, -0.300], [0.112, 0.011, 0.387], [-0.437, -0.448, 0.082], [-0.314, 0.242, 0.170], [-0.181, 0.046, 0.368], [0.213, 0.132, -0.655], [0.292, -0.690, -0.557], [-0.395, -0.215, -0.548], [0.365, 0.973, 0.930], [0.610, 0.162, 0.312], [0.282, -0.677, -0.481], [-0.495, 0.404, 0.323]],
  "lumo_ev": -2.60,
  "homo_lumo_gap_ev": 10.40,
  "total_charge": 1,
  "spin_multiplicity": 1,
  "total_energy_ha": -860.1495,
  "homo_energy_ev": -12.99,
  "de_lowest_kcal_mol": 45.3
}

---

3.
{
  "formula": "C5H22O7",
  "method": "the ωB97M-V functional and the def2-TZVPD basis",
  "symbols": ["C", "C", "C", "C", "C", "H", "H", "H", "H", "H", "H", "H", "H", "O", "H", "H", "O", "H", "H", "O", "H", "H", "O", "H", "H", "O", "H", "H", "O", "H", "H", "O", "H", "H"],
  "coordinates": [[-2.560106, 0.989942, 1.688679], [-1.489546, 0.357129, 2.186716], [-0.159374, 0.582218, 1.608728], [0.013158, 0.839410, 0.313073], [1.326167, 1.021541, -0.366989], [-3.582840, 0.841013, 2.017494], [-2.583763, 1.882978, 1.074798], [-1.565443, -0.442891, 2.899448], [0.699402, 0.528737, 2.285760], [-0.806196, 0.756435, -0.387486], [1.194053, 1.520879, -1.348037], [1.986613, 0.157519, -0.478298], [2.016043, 1.759561, 0.049841], [-1.187407, 1.035117, -3.372335], [-0.257282, 1.290625, -3.389127], [-1.531329, 1.668644, -2.744963], [-0.429014, 3.646928, -1.748301], [-0.488463, 3.133645, -0.935253], [-1.023560, 3.181839, -2.339807], [2.425054, -1.854660, -0.445153], [1.977135, -2.336663, 0.278934], [3.268860, -2.324541, -0.526791], [0.702506, -3.212082, 1.523401], [1.055257, -4.048079, 1.838575], [-0.113003, -3.393275, 0.986750], [-0.088881, -2.197767, -1.729861], [0.236307, -1.665696, -0.985060], [0.609172, -2.023966, -2.354918], [1.794994, 3.612841, 2.068294], [2.420418, 3.121981, 1.519189], [1.131923, 3.798202, 1.412150], [-1.255318, -3.900947, -0.187343], [-2.052570, -3.565137, 0.235403], [-1.133458, -3.378484, -1.017399]],
  "forces_ev_per_a": [[-0.746, 0.377, 0.981], [-0.339, 0.446, -1.445], [0.082, 0.256, 0.310], [0.721, -0.562, -0.080], [1.146, 1.418, -1.057], [0.127, -0.655, 0.351], [0.894, -0.169, -0.367], [-0.250, -0.131, 0.357], [-0.179, 0.046, -0.285], [-0.457, 0.022, 0.188], [-0.159, -0.734, 0.117], [-0.644, -0.188, -0.077], [-0.245, 0.037, 0.798], [0.376, 0.139, -0.063], [0.127, -0.257, -0.221], [-0.614, -0.272, 0.211], [0.029, -0.083, 0.157], [0.069, 0.038, 0.189], [-0.035, 0.449, -0.233], [0.565, -0.632, 0.310], [-0.183, 0.062, -0.007], [-0.263, 0.256, -0.105], [-0.028, 0.509, -0.097], [-0.249, -0.092, -0.115], [0.702, -0.390, 0.117], [-0.014, 0.784, 0.283], [-0.288, -0.283, 0.000], [0.276, -0.218, -0.627], [0.575, -0.309, -0.153], [0.224, 0.007, 0.436], [-0.785, 0.366, -0.184], [-0.428, 0.153, -0.138], [-0.158, -0.079, -0.200], [0.149, -0.311, 0.647]],
  "lumo_ev": 0.33,
  "homo_lumo_gap_ev": 9.40,
  "total_charge": 0,
  "spin_multiplicity": 1,
  "total_energy_ha": -730.3137,
  "smiles": "C=C/C=C/C.O.O.O.O.O.O.O",
  "homo_energy_ev": -9.08,
  "de_lowest_kcal_mol": 50.7
}

---

4.
{
  "formula": "C5H23N2O4",
  "method": "the ωB97M-V functional and the def2-TZVPD basis",
  "symbols": ["N", "C", "C", "C", "C", "C", "N", "H", "H", "H", "H", "H", "H", "H", "H", "H", "H", "H", "H", "H", "H", "H", "H", "H", "O", "H", "H", "O", "H", "H", "O", "H", "H", "O"],
  "coordinates": [[1.121207, 0.215219, -0.979804], [1.389830, -0.033638, 0.505587], [1.032760, 1.223733, 1.312583], [-0.440454, 1.424850, 1.640164], [1.901251, 1.312448, 2.570277], [0.549385, -1.281152, 0.855907], [0.919435, -2.377559, -0.022466], [1.953258, 0.055789, -1.525376], [0.822147, 1.186421, -1.118542], [0.327044, -0.368713, -1.261653], [2.443603, -0.284699, 0.605665], [1.399595, 2.052929, 0.699296], [-0.555244, 2.423295, 2.041005], [-0.790033, 0.705310, 2.375021], [-1.044580, 1.359760, 0.738503], [2.173834, 2.329091, 2.786510], [2.822841, 0.757989, 2.393449], [1.415629, 0.805628, 3.404723], [-0.490521, -1.033358, 0.729983], [0.736989, -1.481514, 1.914782], [1.479471, -3.078699, 0.433499], [0.132652, -2.823534, -0.474736], [-1.194813, -0.559645, -3.414104], [0.200675, -1.023249, -3.893910], [-0.259029, -0.584156, -3.169894], [-3.210818, -1.698206, 0.804696], [-2.634596, -3.149652, 0.933205], [-2.561445, -2.316148, 0.456421], [0.083073, 3.706055, -2.407835], [-0.520782, 2.800190, -1.231228], [0.251767, 3.020570, -1.758609], [-2.721421, -1.578709, -1.529570], [-3.841882, -0.865092, -2.282551], [-2.890827, -0.841553, -2.131000]],
  "forces_ev_per_a": [[-0.528, 0.526, 1.559], [-1.011, -0.409, -0.057], [0.999, 0.213, 0.001], [0.447, 0.046, -0.477], [0.022, -1.153, -0.237], [1.054, 0.381, 0.121], [-0.047, 0.023, -0.179], [-0.072, -0.342, -0.519], [0.311, 0.087, -0.370], [0.575, -0.158, -0.834], [0.028, 0.159, -0.100], [-0.298, 0.144, -0.161], [-0.169, 0.183, 0.185], [-0.098, -0.070, 0.013], [-0.370, -0.083, -0.077], [-0.132, 0.377, 0.403], [0.213, 0.158, 0.108], [0.000, 0.325, 0.213], [-0.476, -0.018, 0.041], [-0.205, -0.158, -0.014], [0.059, -0.092, 0.008], [-0.017, 0.006, 0.219], [-0.070, -0.091, 0.193], [-0.099, 0.018, 0.016], [0.056, -0.041, -0.160], [-0.111, -0.226, 0.232], [-0.235, 0.151, 0.074], [0.304, 0.096, -0.381], [-0.461, 0.010, 0.107], [-0.420, 0.720, -0.406], [0.734, -0.788, 0.480], [0.007, -0.071, 0.073], [0.047, 0.044, -0.075], [-0.036, 0.033, 0.002]],
  "lumo_ev": -2.47,
  "homo_lumo_gap_ev": 10.42,
  "total_charge": 1,
  "spin_multiplicity": 1,
  "total_energy_ha": -614.5672,
  "homo_energy_ev": -12.90,
  "de_lowest_kcal_mol": 12.2
}

---

5.
{
  "formula": "C5H23N3O4",
  "method": "the ωB97M-V functional and the def2-TZVPD basis",
  "symbols": ["C", "N", "C", "C", "N", "C", "C", "N", "H", "H", "H", "H", "H", "H", "H", "H", "H", "H", "H", "H", "H", "H", "H", "O", "H", "H", "O", "H", "H", "O", "H", "H", "O", "H", "H"],
  "coordinates": [[1.128732, 0.470177, 2.248625], [1.358201, -0.108838, 0.895495], [1.438583, 0.768592, -0.261879], [1.176249, 0.055509, -1.642789], [1.555360, 1.055934, -2.721537], [-0.290757, 0.022581, -2.058986], [-1.134097, -0.917932, -1.019486], [-0.830196, -2.393314, -1.126599], [1.761241, -0.196862, 2.907415], [1.328311, 1.533919, 2.366656], [0.177935, 0.592721, 2.566983], [0.690393, -0.843461, 0.782734], [2.549441, 1.002264, -0.341214], [0.470318, 1.518901, -0.187027], [1.608720, -0.949217, -1.698603], [1.386562, 2.064610, -2.522611], [2.628507, 0.918640, -2.740441], [-0.221131, -0.517262, -3.024222], [-0.663729, 1.136416, -2.169824], [-2.160427, -0.663921, -0.931408], [-0.750640, -0.530447, 0.027093], [-1.579427, -2.859793, -1.549601], [0.038618, -2.739508, -1.065523], [0.518396, -2.915573, 2.450568], [0.371891, -3.364959, 1.657928], [1.394404, -2.451074, 2.238865], [-0.866507, 2.527111, 1.155783], [-1.076717, 2.176800, 1.869639], [-1.436160, 3.193027, 0.637752], [-2.040079, 1.830438, -0.967444], [-1.112321, 1.944085, -1.121957], [-2.297709, 1.033872, -0.637659], [-1.906949, -0.481174, 1.873607], [-1.105842, -0.482594, 2.373353], [-2.109170, -1.429665, 1.736314]],
  "forces_ev_per_a": [[4.073, -0.882, -1.015], [0.080, 0.112, 1.023], [-1.536, -0.436, -0.656], [-1.861, 3.203, 0.162], [4.541, -1.405, 0.068], [-1.280, -1.658, 0.880], [4.192, 1.100, 1.363], [-4.407, 4.330, 0.780], [-0.979, 1.289, -0.016], [1.451, 0.027, -0.518], [-3.520, -0.810, 0.941], [-0.274, -0.276, -0.196], [-1.646, 1.208, 0.269], [3.387, -0.731, -0.141], [0.517, 0.469, -0.446], [0.064, -1.310, 0.507], [-2.000, 1.027, -0.479], [-0.699, 0.667, 0.212], [0.929, -3.337, -0.605], [-1.132, -0.747, -0.597], [-1.052, -0.904, -2.241], [-0.291, -1.182, -0.726], [3.367, -1.272, -0.141], [2.434, 2.286, 1.275], [-0.727, -1.363, -2.045], [-1.754, -0.828, 0.684], [3.634, 6.706, -11.433], [-4.214, -4.224, 9.998], [0.692, -2.215, 2.241], [-1.399, 5.080, -1.861], [0.029, -0.457, 0.773], [-0.258, -3.215, 1.583], [-1.330, -0.744, -0.392], [0.772, -0.266, 0.596], [0.198, 0.757, 0.151]],
  "lumo_ev": 0.59,
  "homo_lumo_gap_ev": 9.32,
  "total_charge": 0,
  "spin_multiplicity": 1,
  "total_energy_ha": -669.3085,
  "smiles": "CNC[C@H](N)CCN.O.O.O.O",
  "homo_energy_ev": -8.73,
  "de_lowest_kcal_mol": 138.1
}

---

6.
{
  "formula": "C5H23NO7",
  "method": "the ωB97M-V functional and the def2-TZVPD basis",
  "symbols": ["C", "C", "C", "N", "C", "C", "H", "H", "H", "H", "H", "H", "H", "H", "H", "O", "H", "H", "O", "H", "H", "O", "H", "H", "O", "H", "H", "O", "H", "H", "O", "H", "H", "O", "H", "H"],
  "coordinates": [[0.153281, -2.159535, -1.921470], [1.053997, -1.281004, -1.530494], [2.482695, -1.439969, -1.054788], [3.159727, -0.217870, -0.660400], [2.681559, 0.518395, 0.508003], [2.310122, 1.793841, 0.386756], [-0.794405, -1.893679, -2.284496], [0.489954, -3.208940, -2.148899], [0.691433, -0.274175, -1.202620], [2.616701, -2.207511, -0.311702], [2.918782, -1.752563, -2.040710], [3.030363, 0.383593, -1.475172], [2.939278, -0.058590, 1.369055], [2.316657, 2.334876, -0.569962], [2.220786, 2.446844, 1.296009], [-3.140221, 1.312025, 0.857173], [-3.711390, 2.085064, 0.853078], [-2.286265, 1.784916, 0.785079], [-2.901860, -1.329998, -0.071117], [-3.459459, -1.810860, 0.551472], [-3.348831, -1.125475, -0.894199], [-0.532850, 2.008552, 1.559944], [-0.054050, 1.668251, 2.324058], [0.177846, 1.697969, 0.952496], [-1.306031, 0.970393, -0.994818], [-1.666596, 0.301585, -1.579188], [-1.438915, 0.552999, -0.140507], [0.533549, -1.817543, 2.956767], [0.732351, -1.476655, 3.836507], [1.253485, -1.566193, 2.371945], [-3.230917, -1.137322, 2.221415], [-2.332460, -1.279369, 2.582099], [-3.020469, -0.252338, 1.834236], [0.468789, 2.283408, -3.112163], [-0.301929, 2.063821, -2.589467], [1.295310, 2.083065, -2.663933]],
  "forces_ev_per_a": [[2.254, -1.924, -0.991], [-0.882, 2.049, 2.781], [-0.111, -0.985, -2.151], [-1.136, 1.309, 0.236], [1.123, -0.689, -2.945], [0.428, 0.933, 1.551], [-1.236, 0.346, 0.014], [-0.533, 0.959, 0.343], [0.030, -0.588, -0.956], [0.029, -0.434, 0.220], [0.649, -0.144, 1.192], [0.445, 0.199, 0.307], [-0.502, 0.136, 0.985], [-0.218, -0.498, 0.393], [-0.007, -0.749, -0.991], [0.198, 1.286, 0.165], [-0.657, -0.211, 0.145], [-0.223, -0.498, 0.334], [0.879, -0.182, -1.636], [-0.112, 0.259, -0.119], [-0.481, -0.302, 0.125], [1.594, -0.767, -0.342], [-0.747, 0.208, 0.916], [-0.788, 0.604, -0.598], [0.547, 0.079, -0.528], [-0.057, -0.073, -0.249], [-0.087, -0.259, 0.121], [-0.311, 0.025, 0.073], [0.176, -0.032, -0.208], [0.051, 0.050, 0.139], [1.418, 1.040, 1.605], [-0.643, -0.715, 0.095], [-1.100, -0.442, -0.088], [0.342, 0.451, -1.026], [0.257, -0.277, 0.759], [-0.588, -0.166, 0.331]],
  "lumo_ev": 0.18,
  "homo_lumo_gap_ev": 9.57,
  "total_charge": 0,
  "spin_multiplicity": 1,
  "total_energy_ha": -785.6228,
  "smiles": "C=CCNC=C.O.O.O.O.O.O.O",
  "homo_energy_ev": -9.39,
  "de_lowest_kcal_mol": 93.6
}